Entry from the Open Molecules 2025 dataset: a molecular structure, C31H42AlN3O3SeTe at a distorted geometry (wB97M-V/def2-TZVPD).

Values from the calculation:
maximum force: 3.23 eV Å⁻¹
net charge: +2
HOMO-LUMO gap: 6.964 eV
calculated total energy: -4508.0011 hartree
energy above the lowest of the compared OMol25 structures with the same formula, charge and spin: 12.3 kcal/mol

Last column: Mulliken charge in e.
Element x y z (Å)
1 Al -1.571 0.224 -0.733  -0.63
2 C -1.293 -2.256 2.564  -1.82
3 C -1.460 -0.959 1.879  0.89
4 O -1.431 -1.055 0.612  0.08
5 C -1.441 0.297 2.574  0.81
6 C -1.478 0.341 3.958  -0.65
7 C -1.254 1.518 4.626  -1.05
8 C -1.058 2.669 3.849  -0.69
9 C -1.106 2.673 2.474  -0.75
10 C -1.292 1.445 1.825  0.33
11 O -1.339 1.477 0.463  -0.11
12 H -1.002 -2.950 1.806  0.47
13 H -2.279 -2.709 2.911  0.25
14 H -0.527 -2.209 3.345  0.50
15 H -1.729 -0.572 4.440  0.61
16 H -1.073 1.587 5.668  0.53
17 H -0.908 3.571 4.420  0.46
18 H -0.941 3.556 1.871  0.57
19 O -2.656 1.668 -1.513  -0.14
20 C -3.819 1.343 -2.335  -0.41
21 C -3.804 -0.146 -2.418  0.79
22 C -4.668 -0.840 -3.267  -1.00
23 C -4.625 -2.200 -3.404  -0.51
24 C -3.689 -2.907 -2.599  -0.80
25 C -2.809 -2.186 -1.833  -0.39
26 N -2.920 -0.802 -1.704  0.53
27 H -2.748 2.507 -1.044  0.36
28 H -3.800 1.735 -3.353  0.40
29 H -4.703 1.769 -1.850  0.41
30 H -5.405 -0.367 -3.831  0.61
31 H -5.308 -2.863 -3.998  0.40
32 H -3.570 -3.988 -2.635  0.49
33 H -1.994 -2.656 -1.306  0.51
34 C -5.130 -0.197 3.639  -0.84
35 Te -5.049 -0.688 1.528  0.35
36 C -5.601 -2.724 1.773  -1.13
37 H -5.349 -1.146 4.233  0.31
38 H -5.993 0.452 3.804  0.39
39 H -4.191 0.187 3.915  0.12
40 H -4.772 -3.403 2.028  0.34
41 H -5.994 -3.125 0.805  0.34
42 H -6.449 -2.894 2.477  0.39
43 C 4.824 -0.696 -2.395  -0.93
44 C 4.609 -2.126 -1.898  -0.45
45 C 3.090 -2.632 -1.965  -0.60
46 C 2.327 -2.436 -0.697  -1.15
47 N 2.326 -1.000 -0.298  1.35
48 C 1.687 0.044 -0.812  -1.45
49 Se 0.321 0.046 -2.100  0.04
50 N 2.050 1.137 -0.155  1.64
51 C 1.745 2.532 -0.497  -0.73
52 C 2.937 3.124 -1.283  -0.86
53 C 3.016 2.744 -2.806  0.26
54 C 1.893 3.410 -3.539  -1.35
55 C 2.944 0.817 0.832  0.55
56 C 3.601 1.627 1.787  -1.15
57 C 4.535 0.991 2.561  -0.94
58 C 4.873 -0.387 2.364  -0.84
59 C 4.213 -1.164 1.424  -1.29
60 C 3.258 -0.500 0.649  0.91
61 H 5.873 -0.533 -2.412  0.49
62 H 4.283 0.015 -1.740  -0.03
63 H 4.421 -0.572 -3.374  0.34
64 H 5.038 -2.189 -0.869  0.19
65 H 5.111 -2.833 -2.547  0.47
66 H 3.214 -3.722 -2.051  0.46
67 H 2.672 -2.206 -2.828  0.33
68 H 2.801 -2.943 0.091  0.60
69 H 1.317 -2.787 -0.685  0.27
70 H 1.491 3.014 0.435  0.47
71 H 0.873 2.493 -1.170  0.00
72 H 3.870 2.698 -0.865  0.34
73 H 2.912 4.197 -1.075  0.50
74 H 2.840 1.667 -2.939  -0.20
75 H 4.036 3.044 -3.172  0.41
76 H 0.896 3.150 -3.190  0.20
77 H 1.919 3.266 -4.629  0.40
78 H 1.977 4.480 -3.392  0.39
79 H 3.479 2.676 1.788  0.56
80 H 4.933 1.480 3.380  0.55
81 H 5.576 -0.877 3.005  0.48
82 H 4.446 -2.228 1.400  0.46

Cartesian forces (eV/Å) of the 3 atoms listed first:
-0.319 0.125 1.206
-1.158 -0.830 0.766
0.296 -0.131 -0.545



Entry from the Open Molecules 2025 dataset: a molecular structure, C31H42AlN3OP at a distorted geometry (wB97M-V/def2-TZVPD).

Values from the calculation:
maximum force: 9.98 eV Å⁻¹
net charge: -1
HOMO-LUMO gap: 2.998 eV
calculated total energy: -2029.3381 hartree
energy above the lowest of the compared OMol25 structures with the same formula, charge and spin: 168.6 kcal/mol

Last column: Mulliken charge in e.
Element x y z (Å)
1 Al 0.032 -0.061 -0.047  -0.83
2 N -1.521 -1.333 0.655  0.01
3 N -0.392 -2.495 -1.513  0.76
4 C 1.912 0.758 -0.440  0.57
5 C 2.074 -0.596 0.058  0.92
6 C 1.585 -0.631 1.411  1.26
7 C 1.627 -1.832 2.274  -1.64
8 H 1.583 -2.787 1.737  0.25
9 H 0.807 -2.008 2.957  -0.12
10 H 2.443 -1.772 3.005  0.61
11 C 1.070 0.704 1.740  0.80
12 C 0.547 1.186 3.027  -0.34
13 H 1.335 1.447 3.748  0.24
14 H -0.006 0.503 3.654  -1.03
15 H -0.231 1.954 2.937  0.09
16 C 1.243 1.553 0.585  0.47
17 C 1.057 3.039 0.557  -1.56
18 H 0.217 3.322 1.184  0.36
19 H 0.863 3.358 -0.460  0.40
20 H 1.956 3.542 0.918  0.31
21 C 2.716 -1.748 -0.654  -1.59
22 H 3.777 -1.792 -0.391  0.42
23 H 2.636 -1.622 -1.731  0.29
24 H 2.248 -2.693 -0.377  0.29
25 C 2.514 1.318 -1.672  -1.61
26 H 1.824 1.991 -2.179  0.25
27 H 2.786 0.532 -2.370  0.38
28 H 3.423 1.884 -1.441  0.32
29 C -1.943 -0.735 1.927  -0.22
30 H -2.197 0.362 1.905  0.25
31 C -2.604 -1.585 2.986  -1.37
32 H -3.188 -1.062 3.748  0.47
33 C -2.361 -2.930 2.919  0.03
34 H -2.688 -3.564 3.736  0.60
35 C -1.599 -3.468 1.890  -1.78
36 H -1.372 -4.528 1.838  0.21
37 C -1.117 -2.658 0.798  1.65
38 C -0.452 -3.172 -0.318  -1.48
39 H -0.382 -4.256 -0.378  0.28
40 C -0.300 -1.094 -1.596  -0.89
41 C -0.419 -3.012 -2.787  -0.82
42 H -0.504 -4.129 -2.880  0.42
43 C -0.435 -2.092 -3.610  -0.48
44 H -0.525 -2.072 -4.717  0.47
45 N -0.370 -0.874 -2.966  1.25
46 C -0.593 0.410 -3.539  -0.25
47 C 0.386 0.987 -4.370  1.06
48 C 0.167 2.279 -4.879  -0.83
49 H 0.935 2.744 -5.503  0.30
50 C -1.023 2.967 -4.627  0.88
51 C -1.233 4.363 -5.135  -1.55
52 H -1.113 5.109 -4.341  0.28
53 H -2.239 4.503 -5.540  0.37
54 H -0.522 4.621 -5.922  0.37
55 C -2.018 2.333 -3.882  -1.21
56 H -2.976 2.828 -3.718  0.35
57 C -1.828 1.045 -3.356  1.21
58 C -2.954 0.314 -2.699  -1.25
59 H -3.407 -0.425 -3.375  0.32
60 H -3.758 1.000 -2.425  0.41
61 H -2.655 -0.221 -1.794  0.18
62 C 1.632 0.246 -4.753  -1.89
63 H 1.522 -0.247 -5.729  0.37
64 H 1.907 -0.538 -4.042  0.20
65 H 2.495 0.917 -4.852  0.45
66 C -1.130 0.064 5.704  -1.42
67 P -0.469 -1.409 4.890  1.75
68 C 1.232 -1.119 5.217  -0.95
69 C -0.651 -3.177 5.191  -1.73
70 O -0.637 -0.735 2.568  -0.11
71 H -2.149 0.353 5.474  0.29
72 H -0.473 0.925 5.543  0.32
73 H -1.028 -0.246 6.738  0.51
74 H 1.237 -1.393 6.316  0.55
75 H 1.806 -0.730 4.255  -0.31
76 H 1.748 -0.092 5.427  0.30
77 H -0.470 -3.838 4.339  0.34
78 H 0.109 -3.369 5.941  0.56
79 H -1.642 -3.336 5.601  0.29

Cartesian forces (eV/Å) of the 3 atoms listed first:
-2.499 -2.342 2.218
-0.213 1.236 -0.250
0.328 2.580 1.592



Entry from the Open Molecules 2025 dataset: a molecular structure, C31H42BrFeN2O5PS2Te at a distorted geometry (wB97M-V/def2-TZVPD).

Values from the calculation:
maximum force: 1.50 eV Å⁻¹
net charge: -2
HOMO-LUMO gap (spin up / spin down): 4.825 / 5.021 eV
calculated total energy: -6935.7264 hartree
energy above the lowest of the compared OMol25 structures with the same formula, charge and spin: 29.3 kcal/mol
multiplicity: 5

Last column: Löwdin spin population.
Element x y z (Å)
1 Fe -2.607 -1.590 -0.134  3.25
2 C -7.313 1.802 1.756  0.00
3 C -5.876 1.448 2.075  0.00
4 O -5.695 0.068 1.789  0.00
5 P -4.183 -0.487 1.432  -0.02
6 S -4.499 -2.433 1.316  0.06
7 S -3.465 0.655 -0.064  0.02
8 O -3.453 -0.042 2.780  0.00
9 C -2.089 0.444 2.831  0.00
10 C -1.371 -0.265 3.954  0.00
11 H -7.500 2.862 1.962  0.00
12 H -8.000 1.203 2.357  0.00
13 H -7.520 1.609 0.702  0.00
14 H -5.650 1.630 3.129  0.00
15 H -5.195 2.055 1.474  0.00
16 H -2.137 1.524 2.994  0.00
17 H -1.579 0.256 1.891  0.00
18 H -1.754 0.029 4.937  0.00
19 H -0.301 -0.032 3.910  0.00
20 H -1.492 -1.342 3.825  0.00
21 Br 1.057 -2.483 -5.136  0.00
22 C -0.510 -1.532 -4.626  0.04
23 C -0.862 -0.378 -5.341  0.24
24 C -2.049 0.259 -4.910  0.04
25 C -2.806 -0.237 -3.892  0.12
26 N -2.426 -1.393 -3.232  0.16
27 C -1.245 -2.026 -3.592  0.13
28 H -0.256 -0.003 -6.151  0.02
29 H -2.379 1.175 -5.385  0.00
30 H -3.704 0.229 -3.518  0.01
31 H -0.975 -2.886 -2.998  0.01
32 C -0.766 -4.235 0.511  0.01
33 C -0.391 -2.756 0.399  0.05
34 O 0.715 -2.532 -0.215  0.03
35 N -1.113 -1.813 0.998  0.21
36 Te 1.418 -0.351 1.168  0.01
37 C 2.690 1.187 2.165  0.01
38 C 3.300 0.907 3.399  0.00
39 C 3.295 -0.472 4.032  0.00
40 C 3.965 1.917 4.111  0.00
41 C 4.052 3.211 3.638  0.00
42 C 4.749 4.291 4.428  0.00
43 C 3.456 3.490 2.410  0.00
44 C 2.780 2.516 1.679  0.00
45 C 2.137 2.927 0.373  0.00
46 C 2.493 -0.183 -0.665  0.00
47 C 3.854 -0.479 -0.783  0.00
48 C 4.697 -0.881 0.404  0.00
49 C 4.455 -0.432 -2.048  0.00
50 C 3.736 -0.114 -3.191  0.00
51 C 4.379 -0.110 -4.557  0.00
52 C 2.384 0.178 -3.053  0.00
53 C 1.747 0.143 -1.818  0.00
54 C 0.267 0.426 -1.766  0.00
55 H 0.062 -4.768 0.989  0.00
56 H -0.914 -4.654 -0.488  0.00
57 H -1.682 -4.360 1.088  0.00
58 H 3.038 -1.243 3.310  0.00
59 H 2.561 -0.530 4.843  0.00
60 H 4.277 -0.697 4.459  0.00
61 H 4.430 1.667 5.064  0.00
62 H 5.184 3.889 5.345  0.00
63 H 4.054 5.087 4.709  0.00
64 H 5.553 4.755 3.849  0.00
65 H 3.510 4.502 2.012  0.00
66 H 2.238 4.003 0.214  0.00
67 H 1.077 2.667 0.374  0.00
68 H 2.584 2.406 -0.477  0.00
69 H 4.267 -1.760 0.893  0.00
70 H 4.737 -0.090 1.156  0.00
71 H 5.716 -1.114 0.086  0.00
72 H 5.512 -0.673 -2.136  0.00
73 H 5.417 -0.447 -4.503  0.00
74 H 4.372 0.890 -5.001  0.00
75 H 3.841 -0.772 -5.240  0.00
76 H 1.797 0.427 -3.934  0.00
77 H -0.117 0.683 -2.757  0.00
78 H 0.035 1.235 -1.071  0.00
79 H -0.262 -0.456 -1.397  0.00
80 C -5.170 -2.577 -3.121  -0.02
81 O -4.537 -1.612 -2.290  -0.03
82 C -3.181 -1.908 -2.122  -0.23
83 O -2.830 -3.043 -1.613  -0.13
84 H -6.234 -2.347 -3.124  0.00
85 H -5.016 -3.584 -2.724  0.00
86 H -4.787 -2.533 -4.147  0.00

Cartesian forces (eV/Å) of the 3 atoms listed first:
0.538 -0.470 0.263
-0.093 0.136 0.004
-0.032 -0.174 -0.016